No. 1
Formula: C17H19N6OS2ScSe
Source: OMol25
Level of theory: ωB97M-V/def2-TZVPD

Geometry as XYZ:
```
47
Properties=species:S:1:pos:R:3:forces:R:3:lowdin_charge:R:1
Sc -0.160 -0.299 0.270 -0.3 -0.2 0.1 0.334
C 2.893 1.120 4.825 -0.1 0.0 0.1 -0.483
S 3.802 0.538 3.389 0.0 0.0 -0.1 0.781
C 2.517 0.240 2.185 0.0 0.0 0.0 -1.108
S 0.860 0.046 2.684 0.0 0.1 0.0 0.550
N 3.007 0.102 1.001 -0.1 -0.1 0.0 -0.103
N 2.062 -0.217 0.047 0.4 0.0 -0.1 -0.160
C 2.563 -0.697 -1.084 0.0 0.0 0.0 -0.133
C 1.681 -1.051 -2.116 0.1 -0.1 0.0 -0.289
C 2.107 -1.646 -3.334 0.0 0.1 0.0 -0.058
C 1.191 -1.961 -4.292 0.0 0.0 0.0 -0.115
C -0.181 -1.697 -4.060 -0.1 0.0 0.0 -0.109
C -0.539 -1.146 -2.853 0.0 0.0 0.1 -0.171
N 0.338 -0.831 -1.888 -0.1 0.1 0.1 -0.003
H 3.615 1.162 5.641 0.0 0.0 0.0 0.018
H 2.093 0.433 5.087 0.0 0.0 0.0 -0.006
H 2.474 2.114 4.671 0.0 0.0 0.0 0.024
H 3.634 -0.838 -1.191 0.0 0.0 0.0 0.111
H 3.163 -1.836 -3.480 0.0 0.0 0.0 0.101
H 1.510 -2.412 -5.225 0.0 0.0 0.0 0.089
H -0.940 -1.929 -4.795 0.0 0.0 0.0 0.082
H -1.575 -0.949 -2.595 0.0 0.0 0.0 0.086
O -0.290 1.869 0.060 0.1 0.0 0.0 -0.245
N -1.177 2.512 0.792 0.0 -0.1 -0.1 -0.217
C -0.789 3.051 1.961 -0.1 0.0 -0.1 -0.030
C -1.699 3.722 2.745 0.0 0.0 0.0 -0.050
C -3.019 3.823 2.320 0.0 0.0 0.0 -0.077
C -3.394 3.230 1.131 0.0 -0.1 -0.1 -0.054
C -2.457 2.541 0.380 0.1 0.1 0.1 -0.120
H 0.249 2.880 2.199 0.0 0.0 0.0 0.113
H -1.367 4.147 3.681 0.0 0.0 0.0 0.104
H -3.746 4.352 2.921 0.0 0.0 0.0 0.101
H -4.414 3.253 0.779 0.0 0.0 0.0 0.110
H -2.639 2.030 -0.550 -0.1 0.0 0.0 0.074
Se -2.615 -0.561 0.491 -0.1 0.0 0.0 -0.087
C -1.422 -3.767 -0.831 0.0 0.0 0.1 -0.036
C -0.187 -3.706 -0.007 -0.1 0.1 -0.1 -0.372
N 0.356 -2.632 0.523 0.1 0.0 0.0 0.038
C 1.495 -3.051 1.184 0.0 0.0 0.0 -0.133
C 1.635 -4.393 1.049 0.1 0.0 0.0 -0.090
N 0.558 -4.798 0.288 0.0 0.0 0.0 0.089
H -1.964 -2.826 -0.708 0.0 0.0 0.0 -0.040
H -2.068 -4.581 -0.493 0.0 0.0 0.0 0.079
H -1.177 -3.919 -1.884 0.0 0.0 0.0 0.077
H 2.121 -2.353 1.712 0.0 0.0 0.0 0.076
H 2.375 -5.081 1.416 0.0 0.0 0.0 0.099
H 0.341 -5.733 -0.001 0.0 0.0 0.0 0.148
```
Positions in Å, forces in eV/Å.

Values from the calculation:
Multiplicity ... 2
Expectation value of S² ... 0.772
ΔE to the lowest compared entry with this formula, charge and spin ... 0.0 kJ/mol
E_LUMO (alpha / beta) ... 2.8 / 2.8 eV
Strongest force on any atom ... 0.4 eV/Å
Charge ... -1
Gap between HOMO and LUMO (alpha / beta) ... 5.24 / 6.01 eV



No. 2
Formula: C14H16
Source: OMol25
Level of theory: ωB97M-V/def2-TZVPD

Geometry as XYZ:
```
30
Properties=species:S:1:pos:R:3:forces:R:3:lowdin_charge:R:1
C -4.021 1.761 0.261 0.2 0.3 -0.6 -0.052
C -2.763 1.184 0.863 -0.8 -1.0 0.1 -0.273
C -2.165 0.065 0.273 -0.3 0.8 1.1 -0.067
C -1.524 -0.832 1.128 -0.3 -1.0 -0.5 -0.109
C -1.664 -0.767 2.501 0.5 0.8 -0.1 -0.091
C -1.976 0.478 3.058 -0.2 -0.9 -0.4 -0.077
C -2.496 1.440 2.210 0.4 0.5 0.6 -0.068
H -4.041 2.844 0.170 0.1 0.2 -0.1 0.074
H -4.893 1.480 0.853 0.2 0.0 0.2 0.084
H -4.191 1.311 -0.717 0.1 0.2 -0.2 0.072
H -2.322 -0.123 -0.783 0.2 -0.1 0.1 0.110
H -1.010 -1.692 0.716 -0.3 -0.2 -0.1 0.098
H -1.512 -1.649 3.103 0.6 0.1 0.2 0.100
H -1.873 0.586 4.131 -0.2 0.4 -0.1 0.103
H -2.717 2.416 2.626 -0.5 0.0 0.0 0.111
C 4.267 -1.258 -0.071 0.6 -0.5 -1.0 -0.058
C 3.118 -0.877 -0.968 -0.3 0.9 0.5 -0.278
C 3.379 -0.241 -2.184 0.1 -0.6 0.3 -0.061
C 2.343 0.237 -2.962 -1.0 0.1 0.0 -0.088
C 1.034 0.124 -2.485 0.8 -0.4 -0.1 -0.091
C 0.779 -0.431 -1.232 -0.6 -0.2 -1.3 -0.084
C 1.803 -0.991 -0.502 0.7 -0.1 -0.2 -0.046
H 5.160 -0.724 -0.408 -0.1 0.2 0.4 0.073
H 4.543 -2.298 -0.246 -0.2 -0.3 0.3 0.079
H 4.086 -1.081 0.983 -0.1 0.0 0.0 0.077
H 4.406 -0.298 -2.517 0.1 0.5 -0.2 0.106
H 2.430 0.708 -3.935 0.6 -0.2 0.0 0.100
H 0.234 0.262 -3.199 -0.2 0.6 0.3 0.099
H -0.274 -0.496 -1.011 0.3 -0.3 0.5 0.049
H 1.657 -1.631 0.359 -0.3 0.4 0.3 0.109
```
Positions in Å, forces in eV/Å.

Values from the calculation:
ΔE to the lowest compared entry with this formula, charge and spin ... 130.0 kJ/mol
E_LUMO ... 1.0 eV
SMILES string ... Cc1ccccc1.Cc1ccccc1
Strongest force on any atom ... 1.5 eV/Å
Charge ... 0
Gap between HOMO and LUMO ... 9.73 eV



- Look up the strongest force on any atom of the first one.
  0.4 eV/Å